i | Formula: C5H10O2
Source: the OMol25 dataset
Level of theory: ωB97M-V/def2-TZVPD

The geometry in XYZ format:
```
17
Properties=species:S:1:pos:R:3
C -0.19603 2.34843 -1.39439
C -0.07937 1.16431 -0.82818
O 0.44385 0.09171 -1.51615
C -0.20428 0.91420 0.60882
C 0.41931 -0.07924 1.22772
C 0.24531 -0.42413 2.68053
H -0.03253 2.52665 -2.44528
H -0.61318 3.20374 -0.87785
H 0.17934 -0.00589 -2.44228
H -0.96026 1.48555 1.13868
H 1.11809 -0.67284 0.63733
H -0.11145 0.43907 3.23263
H 1.14691 -0.84233 3.10775
H -0.51267 -1.20701 2.72553
O -0.02315 -3.14642 -2.14802
H -0.96612 -3.32081 -2.22656
H 0.14624 -2.47499 -1.48029
```

The value obtained for the HOMO energy is -8.6938 eV. Its LUMO energy is 0.028 Ha.

***

ii | Formula: C5H10O2
Source: the OMol25 dataset
Level of theory: ωB97M-V/def2-TZVPD

The geometry in XYZ format:
```
17
Properties=species:S:1:pos:R:3
C 2.07695 0.43245 1.22244
O 1.22021 -0.10583 -0.44037
C 0.20054 -1.11472 -0.73116
C -0.88641 -0.05118 -0.86541
C -2.16168 -0.26968 -0.07801
C 0.13958 0.95137 -0.25392
O 0.10760 1.17378 1.02709
H 1.69681 0.56323 2.22445
H 2.50089 1.32772 0.78159
H 2.69293 -0.45262 1.08665
H 0.04788 -1.81451 0.09865
H 0.46989 -1.66331 -1.63764
H -1.08888 0.19274 -1.91404
H -2.74859 0.65206 -0.01124
H -2.78391 -1.03928 -0.54922
H -1.92149 -0.58178 0.94214
H 0.43768 1.79955 -0.90201
```

The value obtained for the HOMO energy is -8.6590 eV. Its LUMO energy is 0.008 Ha.

***

iii | Formula: C5H10O2
Source: the OMol25 dataset
Level of theory: ωB97M-V/def2-TZVPD

The geometry in XYZ format:
```
17
Properties=species:S:1:pos:R:3
O -1.96196 1.00216 -1.19237
C -0.63712 1.35919 -0.83633
C -0.24872 0.31119 0.18114
C -0.03553 -1.08776 -0.39417
C 0.68032 -1.75342 0.77030
O 1.52610 -0.75170 1.32559
C 1.03749 0.53796 0.97492
H -2.27462 1.53616 -1.92800
H 0.04754 1.34375 -1.70183
H -0.58589 2.36888 -0.39481
H -1.09332 0.26850 0.87908
H -0.97232 -1.57560 -0.67389
H 0.61505 -1.04894 -1.27870
H 1.30136 -2.60607 0.48067
H -0.05157 -2.09271 1.52010
H 1.80361 1.06378 0.38480
H 0.84958 1.12463 1.88351
```

The value obtained for the HOMO energy is -9.5316 eV. Its LUMO energy is 0.032 Ha.

***

Which one sits at the bottom of the stability order? ii does.

***

i | Formula: C5H10O2
Source: the OMol25 dataset
Level of theory: ωB97M-V/def2-TZVPD

The geometry in XYZ format:
```
17
Properties=species:S:1:pos:R:3
C -0.52761 -0.47935 -0.85908
C 0.31834 -0.94341 0.28548
C 0.44794 1.54447 -0.59123
C 0.62104 0.27758 1.05975
C -0.59773 -1.77225 1.05681
O -0.49829 -1.03081 -2.09571
O -0.62322 2.42472 -0.36423
H 0.28866 -1.58353 -2.19200
H -0.57952 2.74483 0.54218
H -1.47305 0.02604 -0.69429
H 1.21774 -1.45941 -0.06145
H 1.41509 1.97477 -0.31540
H 0.50884 1.37434 -1.66695
H 1.58934 0.35488 1.54812
H -0.19680 0.70390 1.63488
H -1.47147 -1.32450 1.50919
H -0.43931 -2.83226 1.20393
```

The value obtained for the HOMO energy (spin up / spin down) is -6.6280 / -7.2985 eV. Its LUMO energy (spin up / spin down) is 0.028 / 0.028 Ha.

***

ii | Formula: C5H10O2
Source: the OMol25 dataset
Level of theory: ωB97M-V/def2-TZVPD

The geometry in XYZ format:
```
17
Properties=species:S:1:pos:R:3
C 2.12700 0.00908 0.92030
C 0.99100 -0.02408 -0.09892
O 0.79642 -1.33438 -0.60163
C -0.30048 0.56347 0.47747
C -1.43488 0.69472 -0.53804
C -2.05772 -0.60455 -0.99213
O -1.98722 -1.65117 -0.39278
H 2.39674 1.03977 1.18303
H 1.84212 -0.51894 1.83828
H 3.00919 -0.48309 0.49986
H 1.29585 0.57621 -0.96854
H 0.08338 -1.75139 -0.09705
H -0.63387 -0.06095 1.31788
H -0.07701 1.55260 0.89589
H -1.11988 1.26663 -1.41965
H -2.27020 1.26420 -0.10092
H -2.66043 -0.53813 -1.92306
```

The value obtained for the HOMO energy is -10.0651 eV. Its LUMO energy is 0.034 Ha.

***

iii | Formula: C5H10O2
Source: the OMol25 dataset
Level of theory: ωB97M-V/def2-TZVPD

The geometry in XYZ format:
```
17
Properties=species:S:1:pos:R:3
C 2.39596 0.40665 -0.10626
O 1.07967 0.33315 -0.61464
C 0.31470 -0.62365 0.04181
C -0.32298 -0.29978 1.38033
C -1.12834 -0.30571 0.12536
C -1.80855 0.73811 -0.53510
O -1.63388 0.93900 -1.88111
H 2.92315 -0.55043 -0.22658
H 2.39318 0.67569 0.95910
H 2.91792 1.17929 -0.67397
H 0.60932 -1.65657 -0.13238
H -0.45536 -1.11622 2.08089
H -0.14514 0.68770 1.79833
H -1.66298 -1.87966 0.18186
H -2.16124 -0.73515 -0.27709
H -2.63879 1.26839 -0.08230
H -0.67663 0.93921 -2.03825
```

The value obtained for the HOMO energy is -6.7734 eV. Its LUMO energy is 0.033 Ha.

***

iv | Formula: C5H10O2
Source: the OMol25 dataset
Level of theory: ωB97M-V/def2-TZVPD

The geometry in XYZ format:
```
17
Properties=species:S:1:pos:R:3
O -1.94696 -0.59577 1.55805
C -1.33083 0.48797 0.89380
C 0.08908 0.09010 0.57055
C 0.19724 -1.08807 -0.40206
C 1.40351 -0.69735 -1.27616
O 1.86897 0.57762 -0.89294
C 0.82483 1.19945 -0.20620
H -2.86522 -0.35849 1.72752
H -1.85515 0.73394 -0.04581
H -1.31975 1.39721 1.51683
H 0.59460 -0.17022 1.50896
H 0.29680 -2.05937 0.09011
H -0.68486 -1.14675 -1.05080
H 1.01034 -0.54424 -2.29473
H 2.27374 -1.35780 -1.14930
H 0.10655 1.59795 -0.98815
H 1.33713 1.93383 0.44032
```

The value obtained for the HOMO energy is -9.5699 eV. Its LUMO energy is 0.032 Ha.

***

Which one sits at the bottom of the stability order? iii does.

***

i | Formula: C5H10O2
Source: the OMol25 dataset
Level of theory: ωB97M-V/def2-TZVPD

The geometry in XYZ format:
```
17
Properties=species:S:1:pos:R:3
O -2.50281 -1.15848 1.28143
C -1.33573 -0.39220 1.44608
C -0.79782 -0.00156 0.05957
C 0.57501 0.91199 0.38686
C 1.10839 0.90245 -0.94972
C 1.45079 -0.35878 -1.46642
O -0.50712 -1.06221 -0.66959
H -2.27572 -1.78113 0.57068
H -0.54373 -0.95609 1.97671
H -1.59604 0.48684 2.04992
H -1.50413 0.73300 -0.39637
H 1.09995 0.24659 1.07745
H 0.36016 1.89608 0.81905
H 2.38604 0.53085 -1.20015
H 0.90603 1.70707 -1.64652
H 1.70313 -1.17426 -0.80440
H 1.47360 -0.53017 -2.53460
```

The value obtained for the HOMO energy is -8.3239 eV. Its LUMO energy is 0.012 Ha.

***

ii | Formula: C5H10O2
Source: the OMol25 dataset
Level of theory: ωB97M-V/def2-TZVPD

The geometry in XYZ format:
```
17
Properties=species:S:1:pos:R:3
C -2.48144 0.33611 -0.33956
C -1.21856 -0.46590 -0.12881
O -0.82624 -0.40968 1.24198
C 0.54814 -0.07171 1.27387
C 1.00925 -0.36655 -0.14650
C 2.25941 0.35988 -0.60124
O -0.14289 0.04531 -0.87607
H -2.27135 1.39713 -0.18045
H -2.88990 0.19407 -1.34457
H -3.22931 0.00944 0.38927
H -1.37293 -1.52821 -0.38923
H 0.67503 0.99943 1.49469
H 1.06736 -0.66122 2.03536
H 1.12939 -1.45559 -0.27037
H 2.22957 0.52119 -1.68145
H 3.14910 -0.23484 -0.36986
H 2.36538 1.33114 -0.10707
```

The value obtained for the HOMO energy is -9.7569 eV. Its LUMO energy is 0.042 Ha.

***

iii | Formula: C5H10O2
Source: the OMol25 dataset
Level of theory: ωB97M-V/def2-TZVPD

The geometry in XYZ format:
```
17
Properties=species:S:1:pos:R:3
C -1.81544 0.45221 1.31960
C -1.06752 -0.37528 0.28267
O -0.51418 0.50809 -0.74615
C 0.28643 -0.27774 -1.60394
C 1.58214 -0.54591 -0.80874
C 1.03720 -0.22024 0.57261
O 1.37672 0.98859 1.09319
H -2.40770 1.24366 0.83051
H -1.10893 0.93555 1.99718
H -2.52013 -0.13034 1.93499
H -1.87277 -0.93884 -0.28491
H 0.42016 0.30217 -2.51620
H -0.21447 -1.22772 -1.83865
H 1.98153 -1.56889 -0.85373
H 2.40809 0.12272 -1.12132
H 0.96788 -0.94788 1.32903
H 1.46101 1.67985 0.41387
```

The value obtained for the HOMO energy is -7.6144 eV. Its LUMO energy is 0.034 Ha.

***

iv | Formula: C5H10O2
Source: the OMol25 dataset
Level of theory: ωB97M-V/def2-TZVPD

The geometry in XYZ format:
```
17
Properties=species:S:1:pos:R:3
C 1.14276 -2.01191 -0.12237
C 0.36559 -0.85743 -0.73965
C 0.59748 0.47415 -0.05952
O 1.38613 0.62534 0.84622
C -0.18384 1.67196 -0.59929
C -1.51371 1.91785 0.08331
O -2.09113 1.12914 0.78972
H 1.00233 -2.92571 -0.70840
H 2.21210 -1.78523 -0.08676
H 0.81382 -2.20571 0.90258
H 0.64848 -0.72084 -1.79430
H -0.71661 -1.04983 -0.74388
H -0.40633 1.55789 -1.66997
H 0.43173 2.57047 -0.48434
H -1.96019 2.91047 -0.13510
H -0.85591 -1.01423 2.33484
H -0.87271 -0.28635 2.18692
```

The value obtained for the HOMO energy is -9.8348 eV. Its LUMO energy is 0.029 Ha.

***

Which one sits at the bottom of the stability order? i does.

***

i | Formula: C5H10O2
Source: the OMol25 dataset
Level of theory: ωB97M-V/def2-TZVPD

The geometry in XYZ format:
```
17
Properties=species:S:1:pos:R:3
C -1.14255 1.14730 1.72006
O -0.92645 0.56861 0.45691
C 0.43537 0.44471 0.15856
C 1.14704 -0.79079 0.73449
O 1.33952 -1.34364 -0.57278
C 0.69974 -0.21648 -1.20495
C -0.50342 -0.61147 -2.02977
H -0.59423 0.61337 2.51154
H -0.83168 2.20368 1.73460
H -2.21327 1.08707 1.92610
H 0.95620 1.39858 0.32627
H 0.50496 -1.42350 1.36231
H 2.09905 -0.60711 1.24871
H 1.42462 0.33575 -1.81863
H -0.95834 0.27220 -2.48996
H -0.18931 -1.29771 -2.82243
H -1.25313 -1.10325 -1.40583
```

The value obtained for the HOMO energy is -9.6929 eV. Its LUMO energy is 0.038 Ha.

***

ii | Formula: C5H10O2
Source: the OMol25 dataset
Level of theory: ωB97M-V/def2-TZVPD

The geometry in XYZ format:
```
17
Properties=species:S:1:pos:R:3
C 2.17150 -0.60349 0.14581
C 0.96076 -0.96886 -0.26600
O 0.05947 -1.56086 0.55237
C -1.29127 -1.13289 0.39170
C -1.58731 0.06591 1.27562
H 2.90367 -0.22341 -0.55856
H 2.45966 -0.72037 1.18570
H 0.63660 -0.85743 -1.30539
H -1.48678 -0.89663 -0.66472
H -1.90993 -1.99118 0.66974
H -1.00253 0.93586 0.96250
H -2.64741 0.33278 1.21105
H -1.34635 -0.16887 2.31713
C 0.52685 1.94765 -1.47843
O -0.64520 2.04600 -1.21366
H 1.32015 2.36438 -0.83079
H 0.87811 1.43141 -2.39406
```

The value obtained for the HOMO energy is -9.0984 eV. Its LUMO energy is 0.029 Ha.

***

iii | Formula: C5H10O2
Source: the OMol25 dataset
Level of theory: ωB97M-V/def2-TZVPD

The geometry in XYZ format:
```
17
Properties=species:S:1:pos:R:3
O -0.45072 1.98269 -1.58659
C 0.47583 0.96444 -1.26639
C 0.25890 0.54691 0.17327
C -1.12477 -0.09476 0.44529
C -0.76167 -1.38270 1.21891
O 0.55950 -1.18524 1.69878
C 1.20577 -0.58544 0.59536
H -0.34822 2.19709 -2.52106
H 0.33984 0.08194 -1.91566
H 1.51483 1.31212 -1.39636
H 0.41155 1.41812 0.82369
H -1.77762 0.57315 1.01339
H -1.63454 -0.33616 -0.49444
H -0.74340 -2.23401 0.52109
H -1.41303 -1.64805 2.05775
H 1.26046 -1.32505 -0.23027
H 2.22729 -0.28505 0.86323
```

The value obtained for the HOMO energy is -9.8393 eV. Its LUMO energy is 0.032 Ha.

***

iv | Formula: C5H10O2
Source: the OMol25 dataset
Level of theory: ωB97M-V/def2-TZVPD

The geometry in XYZ format:
```
17
Properties=species:S:1:pos:R:3
O 0.78687 -1.28107 2.04924
C -0.25404 -0.56090 1.41307
C 0.38777 0.39337 0.42790
C 1.16224 -0.30334 -0.70879
C 1.09031 0.74547 -1.76842
O 0.04954 1.49367 -1.54181
C -0.56255 1.23822 -0.37825
H 0.38646 -1.92926 2.63994
H -0.93739 -1.23276 0.87051
H -0.85211 0.00724 2.14383
H 1.08984 1.04455 0.98980
H 2.16679 -0.63042 -0.43338
H 0.58133 -1.19122 -1.04004
H -3.31819 -0.68918 -1.04185
H 1.49190 0.77107 -2.77205
H -2.71151 -0.27945 -0.88901
H -1.14219 2.07899 -0.01580
```

The value obtained for the HOMO energy (spin up / spin down) is -7.0997 / -7.4120 eV. Its LUMO energy (spin up / spin down) is 0.032 / 0.034 Ha.

***

Which one sits at the bottom of the stability order? iv does.

***

i | Formula: C5H10O2
Source: the OMol25 dataset
Level of theory: ωB97M-V/def2-TZVPD

The geometry in XYZ format:
```
17
Properties=species:S:1:pos:R:3
C -2.11584 -0.44106 0.30811
C -0.94298 0.42036 -0.06260
O -0.75165 1.42657 0.94631
C 0.30180 -0.69807 -0.46895
C 1.57855 -0.10288 -1.12419
C 1.84244 0.32522 0.32405
O 0.82454 -0.52165 0.85156
H -2.94860 0.13258 0.72895
H -2.42355 -0.96357 -0.59388
H -1.80085 -1.18408 1.05487
H -1.00894 1.04574 -0.93709
H -0.95026 1.10348 1.84244
H 0.24843 -1.80664 -0.66703
H 2.34583 -0.79827 -1.50513
H 1.43721 0.67444 -1.88002
H 1.66439 1.39167 0.49492
H 2.74840 -0.01969 0.80005
```

The value obtained for the HOMO energy is -8.7422 eV. Its LUMO energy is 0.039 Ha.

***

ii | Formula: C5H10O2
Source: the OMol25 dataset
Level of theory: ωB97M-V/def2-TZVPD

The geometry in XYZ format:
```
17
Properties=species:S:1:pos:R:3
C -0.81189 1.05342 -1.65242
C -0.78665 0.19804 -0.37267
O -0.31916 -1.07193 -0.81754
C 0.17115 -1.82897 0.27365
C 0.67137 -0.79202 1.27839
C 0.30329 0.60105 0.82232
O 1.09006 1.63115 0.36721
H -1.49086 0.60292 -2.38969
H 0.17062 1.08627 -2.14407
H -1.16803 2.06951 -1.46188
H -1.80988 0.10020 0.00659
H 0.95621 -2.49449 -0.08593
H -0.64080 -2.44193 0.70189
H 0.15433 -0.92401 2.23486
H 1.72838 -0.67485 1.53955
H 1.00791 0.92981 2.17956
H 0.77395 1.95580 -0.47983
```

The value obtained for the HOMO energy is -8.2917 eV. Its LUMO energy is 0.028 Ha.

***

iii | Formula: C5H10O2
Source: the OMol25 dataset
Level of theory: ωB97M-V/def2-TZVPD

The geometry in XYZ format:
```
17
Properties=species:S:1:pos:R:3
C 0.62052 -0.38987 -2.36737
C -0.22664 -1.16619 -1.36096
C -0.21356 -0.52864 0.00308
O -0.99173 0.67595 0.11969
C -1.39371 -0.48871 0.86168
C 0.44028 1.40607 2.79287
O 0.10399 2.33097 1.94017
H 0.58280 -0.85785 -3.35606
H 0.25477 0.63772 -2.46328
H 1.67029 -0.34824 -2.05488
H -1.26487 -1.22491 -1.70957
H 0.14058 -2.19619 -1.26544
H 0.75343 -0.45354 0.50380
H -0.32250 1.86880 1.17273
H -1.25061 -0.39932 1.93607
H -2.32309 -0.93458 0.51104
H 0.90632 1.98878 3.62896
```

The value obtained for the HOMO energy is -8.4261 eV. Its LUMO energy is 0.038 Ha.

***

Which one sits at the bottom of the stability order? ii does.